The following is a quantum chemistry calculation of a molecular structure, C22H27NO3P2Pm, from OMol25.

Results
**LUMO energy (alpha / beta)**: -4.130 / -3.994 eV
**Multiplicity**: 5
**ΔE to the lowest compared entry with this formula, charge and spin**: 107.0 kJ/mol
**Charge**: +1
**Electronic energy**: -2425.8729 Eh

Each line ends with the Mulliken charge.
Element x y z (Å)
C -1.431 3.603 -2.101  -0.39
C -1.308 2.233 -1.929  0.14
C -0.049 1.605 -2.226  -0.18
C 1.051 2.422 -2.681  1.14
C 0.857 3.813 -2.872  -0.92
C -0.362 4.392 -2.576  -0.79
C 2.297 1.810 -2.853  -0.89
C 2.470 0.442 -2.633  1.09
C 1.323 -0.312 -2.189  -0.26
C 1.487 -1.699 -1.857  0.21
C 2.731 -2.291 -1.997  -0.38
C 3.842 -1.556 -2.461  -0.81
C 3.719 -0.215 -2.777  -0.99
H -2.383 4.082 -1.860  0.44
H 1.706 4.401 -3.226  0.44
H -0.508 5.462 -2.716  0.39
H 3.149 2.409 -3.172  0.44
H 2.848 -3.348 -1.742  0.45
H 4.802 -2.059 -2.577  0.39
H 4.564 0.375 -3.133  0.45
N 0.145 0.301 -1.934  -0.20
Pm 0.073 0.279 1.922  0.82
C -2.426 1.413 -1.320  -1.10
H -2.409 0.393 -1.740  0.37
H -3.401 1.897 -1.485  0.72
C 0.313 -2.450 -1.289  -1.17
H -0.620 -2.116 -1.768  0.44
H 0.442 -3.540 -1.380  0.81
P -2.160 1.209 0.497  0.70
P 0.090 -2.083 0.506  0.92
C 1.371 -3.176 1.229  -1.34
H 1.255 -3.231 2.321  0.36
H 1.252 -4.181 0.798  0.43
H 2.369 -2.782 1.006  0.38
C -1.413 -3.075 0.837  -1.24
H -1.220 -4.113 0.526  0.43
H -1.666 -3.035 1.906  0.32
H -2.254 -2.654 0.270  0.31
C -2.436 2.903 1.143  -1.41
H -3.386 3.311 0.769  0.35
H -2.450 2.863 2.242  0.46
H -1.599 3.548 0.845  0.42
C -3.683 0.370 1.059  -1.21
H -3.629 0.217 2.147  0.35
H -4.564 0.971 0.793  0.43
H -3.739 -0.625 0.599  0.31
C 2.549 0.002 2.578  0.24
O 3.672 -0.200 2.779  -0.20
H 1.310 1.044 0.579  -0.22
C 0.232 -1.294 4.984  -0.88
C -1.200 -1.321 4.474  0.66
O -2.104 -1.902 5.031  -0.57
O -1.326 -0.628 3.316  -0.41
H 0.283 -1.757 5.972  0.35
H 0.619 -0.264 5.049  0.28
H 0.904 -1.859 4.316  0.11

The following is a quantum chemistry calculation of C6H10O in the gas phase, from OMol25.

Results
**LUMO energy**: 1.002 eV
**Multiplicity**: 1
**ΔE to the lowest compared entry with this formula, charge and spin**: 190.0 kJ/mol
**Charge**: 0
**SMILES string**: C#CC(C)(C)OC
**Electronic energy**: -309.7700 Eh

Each line ends with the Mulliken charge.
Element x y z (Å)
C -1.294 -0.803 -1.934  0.08
C -0.704 -0.503 -0.927  -1.05
C -0.048 -0.161 0.354  1.55
C -1.139 0.140 1.385  -1.50
C 0.844 -1.318 0.813  -1.45
O 0.773 1.008 0.289  -0.39
C 1.035 1.580 -0.970  -0.70
H -1.822 -1.064 -2.825  0.47
H -0.667 0.477 2.312  0.36
H -1.742 -0.751 1.586  0.37
H -1.793 0.933 1.013  0.36
H 0.262 -2.235 0.950  0.37
H 1.311 -1.043 1.764  0.36
H 1.633 -1.508 0.079  0.33
H 0.130 2.011 -1.418  0.29
H 1.759 2.379 -0.792  0.25
H 1.464 0.860 -1.679  0.31

The following is a quantum chemistry calculation of 2 unconnected molecules or ions with the total composition C3H7I2P, from OMol25.

Results
**LUMO energy**: -1.033 eV
**Multiplicity**: 1
**ΔE to the lowest compared entry with this formula, charge and spin**: 120.9 kJ/mol
**Charge**: 0
**SMILES string**: C=CC.IPI
**Electronic energy**: -1055.1993 Eh

Each line ends with the Mulliken charge.
Element x y z (Å)
C 1.733 -0.245 -0.373  -0.65
C 1.718 -1.446 0.124  0.10
C 0.594 -2.322 0.368  -0.93
H 0.757 0.119 -0.579  0.22
H 2.640 0.507 -0.429  0.21
H 2.556 -1.911 0.640  0.26
H 0.311 -2.728 -0.577  0.26
H 0.815 -3.249 0.930  0.31
H -0.245 -1.591 0.785  0.22
I -4.347 2.996 1.112  -0.04
P -2.642 2.461 -0.620  -0.06
I -2.125 4.638 -1.781  -0.03
H -1.765 2.771 0.400  0.13

- The highest multiplicity belongs to which entry?
  C22H27NO3P2Pm